# 1
Molecular formula: C10H6O3
Method: DFT, ωB97M-V/def2-TZVPD

```
! RIJCOSX wB97M-V def2-TZVPD def2/J DEFGRID3
* xyz 0 1
O 1.320 2.135 0.097
O 4.526 -0.340 -0.107
O 0.574 -1.663 -0.277
C 1.746 -1.390 -0.256
C -2.746 0.815 -0.074
C -1.515 1.474 -0.396
C 1.021 0.892 -0.135
C 2.156 -0.084 -0.371
C -0.510 -0.802 -0.417
C 3.622 0.351 0.343
C -2.940 -0.566 0.229
C -1.916 -1.330 0.180
C -0.368 0.550 -0.468
H -2.116 -2.440 0.707
H 2.438 -2.185 -0.134
H -3.885 -0.929 0.921
H -1.446 2.543 -0.421
H -3.596 1.400 -0.404
H 3.638 1.571 0.984
*
```

# 2
Molecular formula: C33H37N10O2S2Ti
Method: DFT, ωB97M-V/def2-TZVPD

```
! RIJCOSX wB97M-V def2-TZVPD def2/J DEFGRID3
* xyz 3 1
Ti -0.488 0.292 0.748
S 0.364 0.824 -2.490
S 2.056 0.901 1.133
O 1.369 -0.165 -2.184
O 0.656 2.221 -2.420
N 0.438 -1.649 0.829
N -2.459 1.963 -2.131
N -0.739 0.567 -1.166
N -2.151 -1.156 0.894
N -0.941 0.160 2.939
N -2.339 1.362 0.153
N 4.583 0.018 1.183
N -2.001 -0.594 -7.636
N -0.188 2.338 1.395
N 3.451 -0.779 -0.517
C -0.897 -1.265 -5.620
C 1.407 -3.328 -0.582
C -0.410 0.400 -3.951
C -1.519 1.059 -5.977
C -3.676 -2.705 -0.097
C 0.120 3.683 3.343
C -4.149 -3.062 1.161
C 0.826 4.483 1.199
C -1.904 1.349 -1.113
C -3.449 2.048 0.432
C -1.489 -0.275 -6.439
C 1.991 -3.205 1.727
C 5.582 -0.780 0.458
C -2.625 -1.478 2.101
C -0.990 1.389 -4.759
C 2.162 -3.792 0.483
C -0.366 2.558 2.709
C 0.721 4.670 2.568
C -0.359 -0.927 -4.407
C -2.682 -1.755 -0.188
C -3.571 2.645 -1.853
C 0.746 -1.729 3.296
C 4.932 0.674 2.429
C 1.105 -2.147 1.889
C -3.618 -2.434 2.271
C 3.412 -0.026 0.571
C -1.221 1.546 3.410
C 0.398 3.288 0.648
C -4.119 2.713 -0.576
C 0.552 -2.269 -0.358
C 4.816 -1.236 -0.798
C 0.295 -0.319 3.646
C -2.092 -0.721 3.284
H 2.514 -3.588 2.592
H -1.115 1.609 4.496
H -3.798 2.057 1.457
H 1.460 -3.776 -1.564
H -0.993 2.416 -4.429
H 2.850 -4.617 0.358
H 5.191 -0.761 -1.704
H 0.071 -0.303 4.719
H 0.539 3.065 -0.402
H -1.946 1.828 -6.607
H 1.603 -1.943 3.939
H -4.069 -3.155 -0.997
H 4.840 -2.316 -0.934
H -3.970 -2.670 3.267
H 0.131 -1.686 -3.813
H 4.155 1.380 2.705
H 1.095 5.574 3.029
H 1.082 0.408 3.459
H 5.910 -1.613 1.082
H -1.808 -1.414 4.077
H 2.742 -0.666 -1.233
H -2.291 -1.448 -1.149
H -5.023 3.268 -0.377
H -2.897 -0.111 3.699
H -0.020 -2.445 3.617
H 5.063 -0.064 3.222
H 1.270 5.231 0.558
H 5.868 1.212 2.291
H -0.007 3.803 4.409
H -2.372 0.110 -8.250
H -0.844 -2.285 -5.974
H -2.263 1.770 3.170
H -4.923 -3.809 1.269
H -4.040 3.157 -2.684
H -0.059 -1.885 -1.161
H -1.935 -1.529 -8.000
H 6.448 -0.160 0.226
*
```

# 3
Molecular formula: C25H29F6N3S2
Method: DFT, ωB97M-V/def2-TZVPD

```
! RIJCOSX wB97M-V def2-TZVPD def2/J DEFGRID3
* xyz 0 1
S 0.250 -2.425 -1.775
S -2.503 -2.450 -0.969
F -1.057 2.337 -10.647
F -1.306 7.638 1.021
F -0.709 6.217 -0.573
F -2.042 0.973 -9.229
F -1.691 0.327 -11.316
F -2.719 7.127 -0.601
N 0.695 1.393 -8.775
N -3.093 4.566 0.180
N -0.504 -2.582 0.799
C -0.879 -2.495 -0.526
C -1.435 3.185 -2.804
C -2.385 2.279 -0.338
C -2.281 5.447 1.014
C 0.806 -3.117 1.147
C 1.314 -2.476 2.436
C -1.149 1.014 -10.279
C -0.273 2.344 -6.773
C -2.122 4.057 -1.993
C -0.909 2.120 -5.571
C 1.597 2.431 -9.208
C -4.513 4.636 0.415
C -0.595 0.962 -4.792
C -0.914 0.801 -3.424
C 0.091 -0.097 -5.469
C 0.462 0.008 -6.791
C -2.546 3.643 -0.706
C -1.500 -2.898 1.815
C 0.319 1.251 -7.461
C -1.750 6.615 0.235
C -1.403 1.784 -2.530
C -1.110 -2.267 3.152
C -1.867 1.378 -1.238
C 0.313 -2.621 3.578
C 0.190 0.509 -9.821
H 0.727 -4.207 1.321
H 1.504 -2.923 0.326
H -4.961 5.471 -0.149
H 0.613 -1.971 4.408
H 0.331 -3.657 3.941
H 2.272 2.702 -8.388
H -1.631 2.854 -5.210
H -4.714 4.793 1.481
H -2.335 5.079 -2.314
H 1.049 3.327 -9.530
H -1.409 4.896 1.392
H 2.208 2.067 -10.042
H -1.812 0.311 -0.980
H -1.820 -2.591 3.921
H 1.503 -1.411 2.252
H -4.984 3.695 0.104
H 0.043 -0.495 -9.418
H -0.918 3.594 -3.669
H 0.918 -0.813 -7.346
H -2.908 5.840 1.822
H -0.740 -0.193 -2.997
H 0.884 0.536 -10.672
H 0.318 -1.008 -4.912
H -0.307 3.321 -7.262
H -1.198 -1.176 3.066
H -1.558 -3.992 1.959
H -2.480 -2.524 1.496
H -2.677 1.985 0.674
H 2.268 -2.936 2.713
*
```

Calculated LUMO in order - -0.23 -9.35 -2.70 eV
Calculated calculated total energy in order - -610.16261 -3622.90882 -2529.79228 hartree